<one>
The following is a DFT calculation (ωB97M-V/def2-TZVPD) of a 2-piece molecular cluster, C3H3F3O overall.

The geometry in ORCA input format:
```
! wB97M-V def2-TZVPD RIJCOSX def2/J DEFGRID3
* xyz 0 1
C 0.0818 1.7216 0.6148
C 1.0979 1.2823 -0.1532
C -1.3396 -1.6559 -0.0544
O -0.3269 -2.4366 0.0952
F -0.2480 1.1093 1.7577
F 1.7227 0.1659 0.0257
F -1.8529 -1.7087 -1.3106
H -0.5027 2.6402 0.4955
H 1.3677 1.9799 -0.9406
H -0.0001 -3.0978 -0.5301
*
```

Calculated values
* LUMO energy: 0.0247 Ha
* HOMO level: -9.566 eV

<two>
The following is a DFT calculation (ωB97M-V/def2-TZVPD) of a 2-piece molecular cluster, C3H3F3O overall.

The geometry in ORCA input format:
```
! wB97M-V def2-TZVPD RIJCOSX def2/J DEFGRID3
* xyz 0 1
C 1.1419 -0.9085 0.0608
C 0.8332 0.4477 -0.2911
C -1.3716 0.4082 0.1794
O 1.2422 -1.7341 -0.8075
F 1.1882 1.4896 0.4051
F -1.5421 -0.2901 1.2706
F -1.7889 -0.2973 -0.8897
H 0.8950 -1.2874 1.1254
H 0.9177 0.6093 -1.2884
H -1.5156 1.5625 0.2355
*
```

Calculated values
* LUMO energy (alpha / beta): -0.0094 / -0.0094 Ha
* HOMO level (alpha / beta): -9.265 / -9.265 eV

Stability, lowest: <two>

<one>
The following is a DFT calculation (ωB97M-V/def2-TZVPD) of a 2-piece molecular cluster, C5H15NO overall.

The geometry in ORCA input format:
```
! wB97M-V def2-TZVPD RIJCOSX def2/J DEFGRID3
* xyz -1 2
C 0.9669 -0.8942 1.3094
C -0.2594 -0.8490 0.4248
N -0.0940 0.0865 -0.7239
C -2.3179 0.2255 -1.7072
C -1.2181 0.9709 -0.9496
C -0.7651 2.2878 -1.5717
H 0.7578 -1.5281 2.1706
H 1.1371 0.1152 1.6782
H 1.8860 -1.2144 0.8363
H -0.4947 -1.8437 0.0253
H -1.1498 -0.5335 0.9743
H 0.7213 0.6256 -0.4530
H -3.0746 0.9312 -2.0340
H -1.8710 -0.2085 -2.6095
H -2.6455 -0.5977 -1.0821
H -1.6767 1.2390 0.0227
H -1.1824 3.1691 -1.1034
H 0.3152 2.3100 -1.6658
H -1.0796 2.3743 -2.6265
H 4.3004 -2.0049 3.7269
H 3.6391 -2.0444 2.3609
O 4.1050 -2.6169 2.9975
*
```

Calculated values
* LUMO energy (alpha / beta): 0.1251 / 0.1210 Ha
* HOMO level (alpha / beta): 1.149 / -5.881 eV

<two>
The following is a DFT calculation (ωB97M-V/def2-TZVPD) of a 2-piece molecular cluster, C5H15NO overall.

The geometry in ORCA input format:
```
! wB97M-V def2-TZVPD RIJCOSX def2/J DEFGRID3
* xyz -1 2
C 1.0239 -2.1874 0.3078
N 0.8371 -0.8159 0.8077
C -1.5012 0.9278 -1.7254
C -0.6956 -0.1760 -0.9204
C 0.6894 0.1392 -0.3114
C 0.8312 1.5899 0.1712
H 0.1082 -2.7966 0.3688
H 1.6862 -2.6070 1.0762
H 1.5799 -2.3256 -0.6173
H 1.6317 -0.5160 1.3597
H -1.8025 1.8414 -1.1775
H -2.4624 0.5381 -2.0858
H -0.7998 1.0717 -2.5596
H -1.3704 -0.5734 -0.1351
H -0.6312 -1.0234 -1.5821
H 1.3180 0.0100 -1.2091
H 1.8325 1.9610 0.3570
H 0.3121 2.2018 -0.5951
H 0.3078 1.7928 1.1076
H -1.5595 0.8213 2.5719
H -0.5768 -0.2019 1.9892
O -0.7586 0.3282 2.8018
*
```

Calculated values
* LUMO energy (alpha / beta): 0.1419 / 0.1432 Ha
* HOMO level (alpha / beta): 1.361 / -5.883 eV

Stability, lowest: <two>

<one>
The following is a DFT calculation (ωB97M-V/def2-TZVPD) of C25H27FeN7PS as an isolated structure.

The geometry in ORCA input format:
```
! wB97M-V def2-TZVPD RIJCOSX def2/J DEFGRID3
* xyz 1 1
Fe 0.8379 0.3655 -0.3016
N 4.4960 -1.6108 -1.3578
C 3.3048 -1.0061 -1.2179
S 3.0948 0.1326 0.0561
N 2.3791 -1.3467 -2.1108
N 1.2105 -0.7258 -1.8634
C 0.2664 -0.8000 -2.7338
C -0.9747 -0.1263 -2.3896
C -2.0714 -0.0943 -3.2429
C -3.2317 0.5280 -2.8235
C -3.2702 1.0957 -1.5589
C -2.1340 1.0355 -0.7710
N -1.0043 0.4538 -1.1714
H 5.2699 -1.3273 -0.7857
H 4.6533 -2.2038 -2.1547
H 0.3976 -1.3449 -3.6622
H -2.0044 -0.5633 -4.2152
H -4.0992 0.5617 -3.4687
H -4.1624 1.5762 -1.1840
H -2.1303 1.4602 0.2243
C 1.9673 3.4139 -3.0128
C 1.3926 4.5340 -2.4376
C 0.7236 4.4062 -1.2320
C 0.6355 3.1543 -0.6435
N 1.1760 2.0687 -1.2193
C 1.8379 2.1966 -2.3685
C 0.0175 2.9054 0.6779
C -0.6845 3.8616 1.3930
C -1.1883 3.5163 2.6364
C -0.9339 2.2535 3.1411
C -0.2054 1.3471 2.3770
N 0.2155 1.6674 1.1479
C 0.2312 0.0199 2.8951
C 0.0051 -0.3925 4.2037
C 0.5960 -1.5681 4.6386
C 1.3977 -2.2828 3.7643
C 1.5417 -1.8090 2.4693
N 0.9590 -0.6976 2.0422
H 2.5135 3.4753 -3.9427
H 1.4758 5.5019 -2.9130
H 0.2957 5.2745 -0.7539
H 2.2800 1.2942 -2.7668
H -0.8450 4.8502 0.9903
H -1.7578 4.2313 3.2142
H -1.2891 1.9812 4.1227
H -0.5931 0.1905 4.8879
H 0.4455 -1.9083 5.6543
H 1.8992 -3.1891 4.0738
H 2.1562 -2.3277 1.7420
C -1.6051 -3.1889 1.7344
P -0.9224 -2.5582 0.1477
C -2.3936 -2.8534 -0.9182
C 0.1179 -3.9824 -0.3631
H -2.0941 -4.1570 1.6076
H -2.3361 -2.4776 2.1232
H -0.8112 -3.2929 2.4733
H -2.7901 -3.8626 -0.7891
H -2.1255 -2.7219 -1.9673
H -3.1788 -2.1342 -0.6768
H -0.4197 -4.9315 -0.3096
H 1.0009 -4.0446 0.2749
H 0.4648 -3.8231 -1.3858
*
```

Calculated values
* LUMO energy: -0.1138 Ha
* HOMO level: -10.126 eV

<two>
The following is a DFT calculation (ωB97M-V/def2-TZVPD) of C25H27FeN7PS as an isolated structure.

The geometry in ORCA input format:
```
! wB97M-V def2-TZVPD RIJCOSX def2/J DEFGRID3
* xyz 1 1
Fe -0.0820 0.1914 0.3763
N 3.7824 -1.6786 1.0552
C 2.4597 -1.4221 0.9198
S 1.6775 -0.4389 2.0868
N 1.8692 -1.9684 -0.1181
N 0.5594 -1.5782 -0.2313
C -0.1881 -2.3453 -0.9357
C -1.5355 -1.8671 -1.2017
C -2.4860 -2.6129 -1.8861
C -3.7424 -2.0673 -2.0845
C -4.0058 -0.7941 -1.5999
C -2.9982 -0.1200 -0.9271
N -1.7892 -0.6382 -0.7226
H 4.2237 -1.4631 1.9312
H 4.1675 -2.4196 0.4917
H 0.1819 -3.2805 -1.3402
H -2.2355 -3.5984 -2.2534
H -4.5038 -2.6242 -2.6132
H -4.9675 -0.3224 -1.7408
H -3.1551 0.8848 -0.5547
C -0.0701 -0.9096 -4.9052
C 1.3077 -1.0580 -4.9420
C 2.0631 -0.5411 -3.9047
C 1.4087 0.0964 -2.8507
N 0.0876 0.2145 -2.8018
C -0.6273 -0.2698 -3.8093
C 2.1664 0.7739 -1.7563
C 3.5100 1.0979 -1.9251
C 4.1491 1.8771 -0.9820
C 3.4297 2.3574 0.0972
C 2.1137 1.9541 0.2325
N 1.5116 1.1412 -0.6448
C 1.2083 2.4779 1.2730
C 1.5991 3.3996 2.2349
C 0.6424 3.9498 3.0667
C -0.6820 3.5802 2.8999
C -0.9799 2.6264 1.9471
N -0.0581 2.0597 1.1654
H -0.7018 -1.2750 -5.7027
H 1.7890 -1.5639 -5.7679
H 3.1364 -0.6542 -3.9149
H -1.7041 -0.1419 -3.7398
H 4.0469 0.7819 -2.8049
H 5.1884 2.1453 -1.1098
H 3.8874 3.0251 0.8095
H 2.6330 3.6924 2.3240
H 0.9253 4.6718 3.8203
H -1.4711 4.0092 3.5003
H -1.9972 2.2999 1.7930
C -3.2617 -0.0631 2.3952
P -1.4942 -0.5298 2.2389
C -1.6177 -2.3451 2.2271
C -0.9634 -0.2088 3.9553
H -3.7162 -0.6256 3.2129
H -3.8178 -0.2847 1.4873
H -3.3766 0.9960 2.6200
H -2.1499 -2.7095 3.1073
H -0.6094 -2.7580 2.2197
H -2.1464 -2.6841 1.3361
H -1.6315 -0.7409 4.6356
H -1.0119 0.8544 4.1897
H 0.0524 -0.5558 4.1211
*
```

Calculated values
* LUMO energy (alpha / beta): -0.1060 / -0.1053 Ha
* HOMO level (alpha / beta): -10.315 / -10.249 eV

Stability, lowest: <two>